1.
This record from the Open Molecules 2025 dataset describes a molecular structure, C22H22B2F4HgN6O7 at a distorted geometry. The level of theory is the ωB97M-V functional and the def2-TZVPD basis.

## Properties
* relative energy (zero: lowest compared OMol25 entry of this formula, charge and spin): 31.8 kcal per mole
* DFT total energy: -62845.341 eV
* ⟨S²⟩: 0.7571
* E_LUMO (alpha / beta): 0.0923 / 0.0687 Ha
* total charge: -1
* multiplicity: 2
* orbital gap (alpha / beta): 7.52 / 7.20 eV

Structure (XYZ):
```
64
Properties=species:S:1:pos:R:3:nbo_charge:R:1
Hg 0.024 0.591 -0.930 1.45
C 1.973 3.706 0.987 -0.66
C 1.862 2.189 1.149 0.09
N 2.547 1.281 0.245 0.05
O 3.017 2.085 -0.899 -0.61
B 3.199 1.204 -2.109 1.27
F 4.327 1.736 -2.805 -0.55
F 3.331 -0.117 -1.745 -0.54
O 1.946 1.364 -3.001 -0.59
N 0.987 0.405 -2.744 -0.31
C 1.176 -0.720 -3.377 0.35
C 2.254 -0.820 -4.448 -0.70
C 0.367 -1.893 -3.066 0.07
N 0.012 -1.828 -1.810 -0.07
O -0.482 -2.900 -1.225 -0.51
B -0.583 -2.679 0.314 1.28
F -0.296 -3.869 0.938 -0.54
F -1.974 -2.394 0.582 -0.57
O 0.286 -1.600 0.666 -0.75
N 1.045 0.054 2.038 -0.52
C 1.133 1.499 2.049 0.19
C 0.146 2.120 2.954 -0.67
C 0.323 -3.084 -3.951 -0.67
H 2.955 4.080 1.232 0.23
H 1.153 4.199 1.460 0.21
H 1.753 3.981 -0.119 0.25
H 1.914 -1.610 -5.115 0.22
H 3.246 -1.132 -4.086 0.27
H 2.467 0.186 -4.882 0.27
H -0.814 2.030 2.412 0.24
H 0.310 3.178 3.159 0.22
H 0.242 1.504 3.918 0.22
H 0.109 -2.866 -5.036 0.22
H -0.496 -3.673 -3.659 0.25
H 1.243 -3.681 -3.873 0.23
O -4.744 2.594 -1.554 -0.67
C -5.273 1.811 -0.592 0.35
C -6.640 1.886 -0.311 -0.29
C -7.211 1.187 0.797 -0.18
C -6.408 0.504 1.677 -0.27
C -5.039 0.484 1.414 -0.14
C -4.505 1.014 0.272 -0.20
C -3.008 0.841 0.006 0.59
O -2.522 1.080 -1.110 -0.71
N -2.229 0.397 1.089 -0.33
N -0.997 0.245 0.836 -0.41
C -0.149 -0.686 1.623 0.40
C 2.262 -0.746 2.124 0.10
C 2.154 -1.966 2.850 -0.18
C 3.194 -2.838 2.968 -0.24
C 4.484 -2.444 2.459 -0.23
C 4.628 -1.251 1.816 -0.23
C 3.466 -0.405 1.572 0.27
O 3.694 0.649 0.745 -0.36
H -3.813 2.484 -1.549 0.51
H -7.230 2.441 -0.986 0.21
H -8.323 1.192 0.929 0.21
H -6.790 0.034 2.547 0.21
H -4.307 0.057 2.057 0.24
H -0.782 -1.160 2.426 0.19
H 1.215 -2.267 3.266 0.22
H 3.102 -3.802 3.417 0.21
H 5.445 -3.017 2.431 0.21
H 5.624 -0.838 1.554 0.22
```



2.
This record from the Open Molecules 2025 dataset describes 2 unconnected molecules or ions with the total composition C6H12N2O at a distorted geometry. The level of theory is the ωB97M-V functional and the def2-TZVPD basis.

## Properties
* relative energy (zero: lowest compared OMol25 entry of this formula, charge and spin): 80.3 kcal per mole
* DFT total energy: -11441.187 eV
* E_LUMO: 0.0330 Ha
* multiplicity: 1
* SMILES: CCc1c[nH]cn1.CO
* orbital gap: 8.88 eV

Structure (XYZ):
```
21
Properties=species:S:1:pos:R:3:nbo_charge:R:1
C -0.235 -1.993 -1.167 -0.61
C -0.089 -0.616 -0.670 -0.46
C -1.183 -0.213 0.131 0.11
C -2.228 0.706 -0.094 -0.10
N -3.172 0.635 0.904 -0.56
C -2.649 -0.353 1.833 0.16
N -1.431 -0.729 1.431 -0.45
H 0.755 -2.463 -1.127 0.20
H -0.560 -2.159 -2.218 0.21
H -0.851 -2.734 -0.583 0.22
H 0.826 -0.507 -0.063 0.26
H 0.011 0.251 -1.507 0.21
H -2.088 1.385 -0.822 0.20
H -3.930 1.308 0.763 0.43
H -3.226 -0.735 2.612 0.20
C 3.470 1.687 0.293 -0.23
O 2.743 0.586 -0.298 -0.74
H 3.334 2.359 -0.525 0.18
H 2.837 2.232 1.060 0.17
H 4.270 1.413 0.660 0.16
H 3.394 -0.061 -0.613 0.47
```



3.
This record from the Open Molecules 2025 dataset describes a molecular structure, C35H41BCl3KN9OS. The level of theory is the ωB97M-V functional and the def2-TZVPD basis.

## Properties
* relative energy (zero: lowest compared OMol25 entry of this formula, charge and spin): 14.7 kcal per mole
* DFT total energy: -117828.198 eV
* E_LUMO: 0.0656 Ha
* total charge: -1
* multiplicity: 1
* orbital gap: 7.62 eV

Structure (XYZ):
```
92
Properties=species:S:1:pos:R:3:mulliken_charge:R:1
K 0.481 2.478 -0.801 0.85
C 0.966 7.732 0.104 -1.58
C 0.482 6.295 0.293 0.82
C -0.870 6.257 1.005 -1.40
C 1.501 5.467 1.023 0.21
C 2.081 5.671 2.292 -0.73
C 2.920 4.589 2.459 -0.69
N 2.831 3.812 1.365 0.32
N 1.962 4.349 0.478 -0.55
B 3.438 2.399 1.176 0.08
N 2.304 1.362 1.433 1.27
C 1.169 1.519 2.147 -0.86
C 0.486 0.320 2.129 -0.60
C 1.320 -0.537 1.385 -0.59
N 2.406 0.103 0.969 -0.90
C 1.105 -1.978 1.016 3.33
C 1.268 -2.182 -0.489 -1.07
C 2.066 -2.888 1.786 -1.69
N 4.007 2.157 -0.223 -0.12
C 5.303 1.984 -0.536 -0.35
C 5.392 1.719 -1.883 -1.29
C 4.054 1.744 -2.328 -0.12
N 3.234 2.010 -1.324 0.56
C 3.540 1.469 -3.716 0.79
C 2.047 1.734 -3.853 -1.23
C 3.866 0.029 -4.122 -1.22
H 0.237 8.312 -0.467 0.44
H 1.920 7.761 -0.425 0.38
H 1.105 8.228 1.069 0.28
H 0.351 5.833 -0.689 0.12
H -0.784 6.648 2.024 0.35
H -1.255 5.238 1.049 0.27
H -1.605 6.858 0.466 0.40
H 1.920 6.489 2.975 0.45
H 3.575 4.306 3.267 0.45
H 4.339 2.288 1.978 -0.20
H 0.919 2.480 2.569 0.42
H -0.492 0.113 2.526 0.39
H 0.077 -2.234 1.296 -1.53
H 2.289 -1.938 -0.788 0.54
H 0.605 -1.529 -1.062 0.27
H 1.059 -3.214 -0.778 -0.19
H 3.096 -2.639 1.525 0.36
H 1.899 -3.944 1.547 0.33
H 1.953 -2.754 2.863 0.41
H 6.058 2.055 0.229 0.44
H 6.283 1.527 -2.459 0.42
H 4.070 2.139 -4.402 0.25
H 1.467 1.046 -3.234 0.05
H 1.725 1.584 -4.885 0.45
H 1.780 2.752 -3.568 0.24
H 3.350 -0.670 -3.458 0.13
H 4.936 -0.177 -4.051 0.37
H 3.543 -0.172 -5.147 0.41
N -1.666 3.657 -1.639 -0.57
C -1.605 2.877 -2.507 -0.39
Cl -5.859 -3.220 5.419 -0.23
C -5.129 -3.378 3.849 0.42
C -3.819 -2.974 3.656 -1.19
C -3.254 -3.108 2.400 0.47
C -3.974 -3.632 1.330 -0.79
C -3.345 -3.683 -0.045 -0.37
C -3.749 -2.462 -0.867 -1.53
N -3.636 -1.234 -0.117 0.40
C -4.652 -0.625 0.582 -0.01
C -4.066 0.400 1.263 -1.07
N -2.714 0.419 1.027 -0.26
C -2.490 -0.577 0.211 -0.38
O -1.935 -3.702 0.070 0.18
C -1.345 -4.993 0.010 -1.05
C -0.877 -5.348 -1.371 0.27
C 0.378 -5.792 -1.661 0.80
Cl 1.667 -6.059 -0.555 -0.19
S 0.625 -6.105 -3.327 -0.25
C -0.970 -5.605 -3.687 -0.50
C -1.653 -5.247 -2.570 -0.75
C -5.286 -4.016 1.568 0.93
Cl -6.262 -4.662 0.267 -0.24
C -5.881 -3.905 2.814 -0.88
H -3.254 -2.552 4.475 0.45
H -2.235 -2.784 2.231 0.55
H -3.700 -4.577 -0.566 0.99
H -4.785 -2.564 -1.189 0.37
H -3.115 -2.412 -1.754 0.47
H -5.672 -0.963 0.501 0.42
H -4.543 1.142 1.883 0.44
H -1.534 -0.866 -0.196 0.56
H -2.051 -5.740 0.392 0.51
H -0.489 -4.979 0.684 0.20
H -1.329 -5.598 -4.703 0.44
H -2.678 -4.907 -2.602 0.35
H -6.903 -4.218 2.970 0.45
```